A structure of composition C8H20N3S at a distorted geometry. Source: the Open Molecules 2025 dataset; level of theory: ωB97M-V/def2-TZVPD.

**HOMO energy**: -11.65 eV
**Gap between HOMO and LUMO**: 8.58 eV
**Largest force on an atom**: 4.47 eV Å⁻¹
**Charge**: +1
**Relative energy (zero: lowest compared OMol25 entry of this formula, charge and spin)**: 2.319 eV

Last column: Löwdin charge in e.
Cartesian coordinates (Å):
C1 2.87798 0.06741 0.61690  -0.194
C2 4.25236 0.57367 0.11941  -0.042
C3 -1.37518 2.49705 -0.08250  -0.033
C4 -2.21459 0.77903 1.77865  -0.010
C5 0.45216 -1.73497 -1.84089  -0.066
C6 -1.09316 1.08027 0.65779  -0.302
C7 -1.12749 0.09562 -0.51346  -0.257
C8 -0.02416 -1.46053 -0.39984  -0.664
N1 2.15222 -0.55890 -0.17080  0.030
N2 1.05175 -1.07356 0.44537  -0.120
N3 -2.35748 -0.51470 -0.94152  0.165
S1 -1.00348 -2.79210 0.38240  0.867
H1 2.57168 0.36552 1.62429  0.120
H2 4.85124 -0.05988 -0.44328  0.046
H3 4.78122 0.82813 1.10156  0.100
H4 4.05976 1.45100 -0.43805  0.055
H5 -1.03062 2.35949 -1.15270  0.090
H6 -0.87336 3.27645 0.41475  0.054
H7 -2.48112 2.68495 0.04656  0.089
H8 -1.81493 1.13773 2.67228  0.063
H9 -2.34624 -0.29043 1.71541  0.044
H10 -3.17137 1.17851 1.47800  0.072
H11 1.23775 -1.18453 -2.25598  0.064
H12 0.84019 -2.72799 -1.80826  0.076
H13 -0.43726 -1.91192 -2.45355  0.081
H14 -0.03467 1.13065 0.92853  0.116
H15 -0.54440 0.58058 -1.28653  0.117
H16 0.95883 -0.87789 1.43748  0.122
H17 -2.22383 -0.98223 -1.79736  0.127
H18 -3.14806 0.10690 -1.11661  0.182
H19 -2.53758 -1.28619 -0.20963  0.094
H20 -0.24819 -2.73713 1.49158  -0.088

---

A structure of composition C37H42MnN8O3SSe. Source: the Open Molecules 2025 dataset; level of theory: ωB97M-V/def2-TZVPD.

**HOMO energy (alpha / beta)**: -5.55 / -7.27 eV
**Gap between HOMO and LUMO (alpha / beta)**: 5.50 / 7.03 eV
**Largest force on an atom**: 0.20 eV Å⁻¹
**Spin multiplicity**: 6
**Charge**: 0
**Relative energy (zero: lowest compared OMol25 entry of this formula, charge and spin)**: 1.003 eV

Last column: Mulliken spin population.
Cartesian coordinates (Å):
Mn1 1.83507 1.12876 -2.37783  4.011
C1 -0.15794 4.10172 0.13961  0.009
C2 0.32631 3.26488 -1.00433  0.304
N1 1.47238 2.55175 -0.94011  0.170
N2 2.19834 2.61130 0.22416  -0.045
C3 3.16420 1.74069 0.50081  0.033
N3 3.79162 1.94375 1.70451  0.020
S1 3.63559 0.50543 -0.53332  0.103
C4 -0.35958 3.20947 -2.24148  0.046
C5 -1.52724 3.95265 -2.54822  0.105
C6 -2.10517 3.82428 -3.78327  -0.025
C7 -1.53995 2.96743 -4.73915  0.171
C8 -0.39952 2.27797 -4.38033  -0.049
N4 0.17886 2.38316 -3.18903  0.198
H1 0.04559 3.61936 1.09756  0.003
H2 -1.23607 4.23696 0.08258  0.000
H3 0.29454 5.10004 0.15980  0.019
H4 2.08697 3.42304 0.81301  0.002
H5 3.20019 2.22757 2.47325  -0.001
H6 4.43735 1.20869 1.94291  -0.001
H7 -1.95157 4.62665 -1.81838  0.021
H8 -2.99647 4.39107 -4.02155  -0.001
H9 -1.96986 2.84693 -5.72217  0.012
H10 0.08271 1.60209 -5.07977  0.008
O1 -1.98231 -0.20794 -0.80235  0.002
C9 -1.91663 -1.48555 -1.23053  -0.007
C10 -3.01605 -2.30258 -0.96128  -0.001
C11 -3.00968 -3.62793 -1.34499  0.000
C12 -1.91434 -4.17062 -2.01480  0.000
C13 -0.83958 -3.35726 -2.31307  -0.001
C14 -0.82181 -2.01291 -1.93581  0.009
C15 0.31255 -1.14889 -2.32458  -0.034
O2 0.41427 0.00896 -1.72273  -0.066
N5 1.13831 -1.53376 -3.24922  0.011
N6 2.09208 -0.52490 -3.43639  -0.111
C16 3.06541 -0.77579 -4.23426  0.055
C17 4.12399 0.15243 -4.54228  0.007
C18 5.19614 -0.30455 -5.32465  0.003
C19 6.23424 0.52853 -5.66686  0.001
C20 6.20113 1.85678 -5.22930  0.008
C21 5.15826 2.33493 -4.46923  0.007
C22 4.09200 1.49607 -4.10341  0.031
O3 3.09820 2.00521 -3.40954  -0.032
H11 -1.11249 0.20515 -0.99947  0.002
H12 -3.86079 -1.86986 -0.44005  0.000
H13 -3.86956 -4.24765 -1.12009  0.000
H14 -1.91042 -5.21108 -2.30990  0.000
H15 0.01521 -3.74164 -2.85278  0.000
H16 3.08396 -1.76223 -4.69258  -0.003
H17 5.19307 -1.33739 -5.65365  0.000
H18 7.05927 0.16567 -6.26344  0.000
H19 7.01187 2.52488 -5.49329  0.001
H20 5.12594 3.36204 -4.13191  0.001
C23 0.62923 2.64318 3.80893  0.003
C24 -0.65651 1.96124 4.26454  0.000
C25 -1.81996 2.16260 3.29645  0.003
C26 -1.68623 1.38823 1.98875  0.007
N7 -1.80127 -0.04605 2.18437  -0.002
C27 -0.79580 -0.95190 2.01673  0.001
Se1 0.96751 -0.58072 1.71301  0.002
N8 -1.36002 -2.18733 2.08383  0.000
C28 -0.66992 -3.45060 1.86809  0.000
C29 -0.48076 -4.23864 3.15728  0.000
C30 0.38589 -3.52105 4.18501  0.000
C31 0.54381 -4.33185 5.46445  0.000
C32 -2.72609 -2.07221 2.28276  0.000
C33 -3.72599 -3.02504 2.38373  0.000
C34 -5.02781 -2.56262 2.51611  0.000
C35 -5.31468 -1.19703 2.54358  0.000
C36 -4.30872 -0.24478 2.44977  0.000
C37 -3.00977 -0.70936 2.32499  0.001
H21 1.42189 2.50672 4.54703  0.000
H22 0.47871 3.71857 3.67505  0.000
H23 0.96737 2.20388 2.86724  -0.001
H24 -0.94455 2.34938 5.24412  0.000
H25 -0.47009 0.89060 4.39000  0.000
H26 -1.92525 3.22597 3.05698  -0.002
H27 -2.75177 1.86038 3.78291  0.000
H28 -0.72186 1.55434 1.50827  -0.007
H29 -2.46578 1.68171 1.28102  -0.001
H30 0.29168 -3.20265 1.41948  0.000
H31 -1.24979 -4.01496 1.13330  0.000
H32 -0.02347 -5.19720 2.89387  0.000
H33 -1.45527 -4.46979 3.60032  0.000
H34 -0.05489 -2.54705 4.41666  0.000
H35 1.36353 -3.30889 3.74559  0.000
H36 -0.42572 -4.52566 5.92897  0.000
H37 1.16313 -3.80845 6.19353  0.000
H38 1.01222 -5.29754 5.26235  0.000
H39 -3.50680 -4.08311 2.33886  0.000
H40 -5.83774 -3.27574 2.59295  0.000
H41 -6.34229 -0.87310 2.64023  0.000
H42 -4.53475 0.81283 2.46213  0.000

---

A structure of composition C22H44InN3OP2 at a distorted geometry. Source: the Open Molecules 2025 dataset; level of theory: ωB97M-V/def2-TZVPD.

**HOMO energy**: -13.00 eV
**Gap between HOMO and LUMO**: 6.18 eV
**Largest force on an atom**: 4.63 eV Å⁻¹
**Charge**: +2
**Relative energy (zero: lowest compared OMol25 entry of this formula, charge and spin)**: 0.000 eV

Last column: Löwdin charge in e.
Cartesian coordinates (Å):
In1 0.56153 -0.69414 0.47207  0.653
P1 1.02178 -0.72763 -2.08002  0.959
P2 -1.46233 0.08039 1.97769  0.961
N1 -1.85565 -1.80010 -0.82333  -0.091
C1 -0.35033 -1.66526 -2.85126  -0.298
H1 -0.36987 -1.37277 -3.91943  0.106
H2 -0.07684 -2.73005 -2.79316  0.098
C2 -1.75482 -1.47173 -2.27180  -0.248
H3 -2.11170 -0.44450 -2.43032  0.116
H4 -2.45129 -2.14466 -2.81334  0.143
C3 -2.99544 -1.09912 -0.17052  -0.252
H5 -3.91333 -1.68713 -0.37494  0.142
H6 -3.12656 -0.11858 -0.64822  0.113
C4 -2.83662 -0.96336 1.34593  -0.309
H7 -2.71342 -1.96468 1.78575  0.098
H8 -3.76499 -0.51777 1.74973  0.104
C5 -2.25562 1.71911 2.35916  -0.510
C6 -1.26506 2.87793 2.50823  -0.097
H9 -1.84139 3.79013 2.72909  0.105
H10 -0.69454 3.06426 1.59298  0.048
H11 -0.56946 2.72057 3.34410  0.067
C7 -0.93326 -0.70775 3.58430  -0.548
C8 0.09305 0.14876 4.34018  -0.095
H12 0.44057 -0.41315 5.22155  0.103
H13 -0.34175 1.09036 4.70526  0.077
H14 0.97575 0.37492 3.72652  0.054
C9 2.54619 -1.78184 -2.17678  -0.540
C10 3.80602 -1.01016 -1.74527  -0.101
H15 4.59792 -1.73938 -1.50925  0.103
H16 3.64958 -0.39448 -0.84577  0.047
H17 4.19077 -0.36935 -2.55690  0.082
C11 1.31139 0.75380 -3.15348  -0.516
C12 2.20848 1.81627 -2.49192  -0.119
H18 1.87748 2.81238 -2.83234  0.104
H19 3.25923 1.70506 -2.80947  0.076
H20 2.19230 1.81239 -1.39150  0.022
C13 -0.52445 1.46928 -0.51881  -0.081
O1 -0.75056 2.47448 -1.02831  0.159
C14 -2.08336 -1.14583 4.49628  -0.092
H21 -2.58161 -0.28812 4.96433  0.067
H22 -2.83597 -1.75243 3.97339  0.077
H23 -1.65891 -1.75859 5.30516  0.101
C15 2.74844 -2.49952 -3.51312  -0.088
H24 3.57431 -3.21612 -3.39571  0.102
H25 1.86045 -3.06339 -3.82796  0.077
H26 3.03145 -1.80489 -4.31382  0.068
C16 1.82092 0.43787 -4.56485  -0.087
H27 1.68818 1.34248 -5.17694  0.106
H28 2.89552 0.20502 -4.56750  0.078
H29 1.26562 -0.37356 -5.05095  0.079
C17 -3.21908 1.70589 3.55154  -0.087
H30 -2.68138 1.66778 4.50984  0.083
H31 -3.77430 2.65509 3.53576  0.103
H32 -3.95575 0.89321 3.50685  0.082
H33 -2.84350 1.89189 1.44053  0.115
H34 0.29619 1.17939 -3.24092  0.103
H35 -0.41394 -1.61722 3.22756  0.094
H36 2.33681 -2.54482 -1.40423  0.102
H37 -2.07663 -2.78626 -0.78051  0.123
H38 1.99712 -0.72972 1.38688  -0.040
N2 5.20588 2.08146 -0.25212  0.148
C18 4.35749 2.31586 0.77648  -0.372
C19 4.86308 2.83720 1.99909  0.003
C20 3.97411 3.05330 3.04422  -0.044
C21 2.61806 2.74301 2.84924  -0.076
C22 2.21237 2.24881 1.60513  -0.199
N3 3.05903 2.01915 0.59378  0.071
H39 4.85089 1.75415 -1.14304  0.080
H40 6.18436 2.31627 -0.15015  0.115
H41 5.92871 3.05007 2.05098  0.119
H42 4.32205 3.45967 3.99919  0.124
H43 1.87895 2.89194 3.64001  0.096
H44 1.15942 1.97944 1.41410  0.034

---

The molecule C3H4ClNO at a distorted geometry. Source: the Open Molecules 2025 dataset; level of theory: ωB97M-V/def2-TZVPD.

**HOMO energy**: -9.86 eV
**Gap between HOMO and LUMO**: 10.75 eV
**Largest force on an atom**: 4.32 eV Å⁻¹
**Charge**: 0
**Relative energy (zero: lowest compared OMol25 entry of this formula, charge and spin)**: 1.239 eV

Last column: Löwdin charge in e.
Cartesian coordinates (Å):
Cl1 -3.04811 -0.04302 -0.00401  0.770
C1 -1.37363 0.11216 0.07200  -0.845
N1 -0.70887 1.16090 -0.18385  0.056
C2 0.62703 0.75034 0.02928  -0.245
C3 0.62727 -0.83249 -0.07002  -0.147
O1 -0.72183 -1.13318 0.36380  -0.120
H1 1.08657 1.23749 0.96206  0.129
H2 1.36092 1.26930 -0.64501  0.115
H3 0.81799 -1.05452 -1.17478  0.130
H4 1.33265 -1.46699 0.65053  0.157